{
  "formula": "C30H31AsBF4N2O3PPdS",
  "method": "the ωB97M-V functional and the def2-TZVPD basis",
  "e_homo_ev": -1.2,
  "lumo_ev": 3.8,
  "e_above_lowest_kj_mol": 60.57,
  "total_energy_ev": -136732.9690,
  "charge": -2,
  "max_force_ha_per_bohr": 0.0147,
  "symbols": ["Pd", "C", "S", "O", "O", "O", "H", "H", "H", "C", "C", "As", "C", "C", "C", "C", "C", "C", "C", "C", "C", "C", "C", "C", "P", "C", "C", "C", "C", "C", "C", "C", "C", "C", "C", "C", "C", "H", "H", "H", "H", "H", "H", "H", "H", "H", "H", "H", "H", "H", "H", "H", "H", "H", "H", "H", "H", "H", "H", "H", "H", "N", "C", "C", "C", "N", "H", "H", "H", "H", "F", "B", "F", "F", "F"],
  "positions_angstrom": [[1.580426, 0.608262, -2.626524], [2.208040, -1.164254, -4.530820], [3.320103, -1.684820, -3.187354], [4.103643, -2.748610, -3.809326], [4.125522, -0.483134, -2.882840], [2.521925, -2.151337, -2.062318], [2.851411, -1.248971, -5.404609], [1.804305, -0.130773, -4.492958], [1.403072, -1.893741, -4.556073], [0.577563, -0.301332, 0.495883], [-0.314643, -0.230463, 1.741882], [-1.734720, -1.601578, 1.769625], [-2.051472, -1.573758, 3.708312], [-2.354544, -2.749671, 4.392583], [-2.624249, -2.735390, 5.753617], [-2.606524, -1.536382, 6.455411], [-2.329073, -0.356990, 5.781514], [-2.057702, -0.375157, 4.417932], [-0.544523, -3.154018, 1.743193], [0.480204, -3.340193, 2.668317], [1.317776, -4.439997, 2.578851], [1.141751, -5.368206, 1.558354], [0.128005, -5.190261, 0.633010], [-0.714391, -4.087265, 0.728155], [0.098722, 0.588786, -1.051674], [-0.179743, 2.310031, -0.464679], [0.336369, 2.830057, 0.720344], [0.232690, 4.186646, 1.009648], [-0.378278, 5.047290, 0.111119], [-0.859694, 4.548201, -1.095436], [-0.755607, 3.197902, -1.379820], [-1.622571, -0.063590, -1.199858], [-2.795321, 0.594122, -0.848740], [-4.028771, -0.034109, -0.979952], [-4.104903, -1.332781, -1.459835], [-2.939550, -1.995192, -1.828041], [-1.712974, -1.362563, -1.708195], [0.752252, -1.332763, 0.174198], [1.575192, 0.083077, 0.727158], [-0.810599, 0.738399, 1.822956], [0.276346, -0.366749, 2.652334], [-2.365438, -3.693021, 3.857787], [-2.847339, -3.663177, 6.267241], [-2.805332, -1.523877, 7.520173], [-2.321021, 0.585656, 6.315986], [-1.845956, 0.558626, 3.910480], [0.627228, -2.617842, 3.463747], [2.118799, -4.568816, 3.296796], [1.806761, -6.218916, 1.478229], [-0.001036, -5.898756, -0.175465], [-1.496637, -3.938245, -0.007264], [0.861820, 2.187276, 1.416247], [0.654403, 4.571000, 1.931996], [-0.447452, 6.107023, 0.328953], [-1.276100, 5.209220, -1.844444], [-1.059391, 2.841502, -2.358082], [-2.749133, 1.607798, -0.468024], [-4.932466, 0.495232, -0.700810], [-5.066704, -1.821793, -1.561048], [-2.989246, -3.000451, -2.231627], [-0.801638, -1.861920, -2.027015], [3.879781, 1.889872, -1.272091], [4.380613, 2.585279, -0.235912], [3.893531, 3.871848, -0.345853], [3.109862, 3.848689, -1.519289], [3.118278, 2.648299, -2.069152], [4.090019, 0.943847, -1.606809], [5.003343, 2.113881, 0.506290], [4.071978, 4.698687, 0.320618], [2.532168, 4.634550, -1.979729], [-0.294200, 4.475498, -4.214244], [-0.083665, 3.533047, -5.260432], [0.792774, 4.088227, -6.213252], [-1.328006, 3.260547, -5.873435], [0.453937, 2.352486, -4.725909]],
  "forces_ev_per_a": [[-0.48, 0.43, 0.39], [0.39, -0.25, 0.32], [0.15, -0.11, -0.21], [0.04, 0.11, 0.03], [-0.06, -0.02, 0.12], [-0.09, -0.02, 0.00], [-0.19, 0.07, -0.16], [0.08, -0.22, 0.02], [-0.03, 0.04, -0.15], [0.02, 0.01, 0.12], [-0.05, -0.02, -0.03], [-0.07, 0.02, -0.06], [0.05, 0.01, 0.00], [-0.02, -0.01, 0.06], [-0.01, 0.02, -0.03], [0.00, -0.03, 0.01], [-0.01, 0.04, -0.04], [-0.02, -0.03, 0.08], [-0.06, -0.04, 0.04], [0.01, -0.01, -0.01], [0.00, -0.01, -0.01], [0.02, 0.01, 0.04], [-0.05, 0.01, -0.02], [0.06, -0.04, -0.01], [0.11, 0.24, -0.16], [-0.04, -0.06, -0.03], [-0.02, 0.02, 0.03], [0.02, -0.02, 0.00], [-0.01, -0.01, -0.03], [-0.02, 0.02, 0.04], [0.04, -0.02, -0.03], [0.14, -0.05, -0.03], [-0.05, 0.05, 0.07], [0.03, -0.02, 0.01], [-0.01, 0.01, 0.00], [0.01, 0.01, -0.01], [-0.04, 0.00, -0.06], [0.05, 0.02, 0.01], [0.01, -0.01, 0.01], [-0.02, 0.00, -0.06], [0.01, -0.02, -0.01], [0.03, 0.00, 0.00], [0.01, 0.00, 0.01], [-0.02, 0.00, 0.00], [0.01, 0.00, 0.01], [0.03, -0.01, -0.01], [-0.01, 0.00, 0.00], [0.00, 0.00, 0.00], [0.01, 0.00, -0.01], [0.01, 0.01, -0.01], [-0.01, 0.00, 0.00], [-0.02, -0.01, 0.02], [0.00, 0.00, 0.00], [0.01, 0.00, 0.01], [0.02, -0.01, -0.01], [0.00, 0.00, 0.00], [0.01, -0.01, 0.00], [-0.01, 0.00, 0.00], [0.00, 0.00, 0.00], [-0.01, -0.01, 0.02], [0.01, 0.01, 0.00], [0.32, 0.06, -0.27], [-0.11, -0.01, 0.09], [0.02, -0.04, -0.05], [-0.06, 0.04, 0.12], [0.07, -0.28, -0.12], [-0.13, -0.05, 0.08], [0.04, 0.02, -0.02], [-0.02, 0.00, 0.01], [-0.02, 0.00, 0.03], [0.02, -0.05, -0.08], [-0.10, 0.14, 0.07], [0.02, -0.01, 0.01], [0.00, -0.02, -0.01], [-0.04, 0.07, -0.11]],
  "lowdin_charge": [0.257, -0.183, 0.336, -0.402, -0.429, -0.415, 0.049, 0.021, 0.050, -0.394, -0.420, 1.331, -0.409, -0.128, -0.105, -0.118, -0.104, -0.117, -0.412, -0.112, -0.090, -0.097, -0.085, -0.115, 0.886, -0.354, -0.116, -0.116, -0.115, -0.085, -0.103, -0.369, -0.109, -0.111, -0.123, -0.121, -0.135, 0.059, 0.071, 0.041, 0.062, 0.098, 0.093, 0.090, 0.095, 0.094, 0.101, 0.095, 0.095, 0.099, 0.082, 0.089, 0.089, 0.086, 0.099, 0.108, 0.097, 0.092, 0.088, 0.094, 0.103, -0.028, -0.138, -0.108, -0.173, 0.017, 0.093, 0.097, 0.072, 0.104, 0.059, -1.249, 0.070, 0.062, 0.064]
}